The following is a quantum chemistry calculation of a 13-piece molecular cluster, C62H108N8O28 overall in a non-equilibrium geometry, from the Open Molecules 2025 dataset.

CARTESIAN COORDINATES (ANGSTROEM)
C (-1.89650, -3.67897, 1.97431)
C (-3.11889, -3.77143, 2.85127)
C (-3.32264, -2.47203, 3.61245)
O (-4.38273, -2.57946, 4.51803)
C (-4.59172, -1.38312, 5.22792)
N (-4.25878, -4.02659, 1.93208)
H (-0.94427, -3.52103, 2.48399)
H (-1.96989, -2.98400, 1.13132)
H (-1.79436, -4.60767, 1.39925)
H (-3.12569, -4.70178, 3.41890)
H (-3.56150, -1.70718, 2.85108)
H (-2.37417, -2.15323, 4.07876)
H (-3.72256, -1.15465, 5.85720)
H (-5.46205, -1.46770, 5.87554)
H (-4.78738, -0.55236, 4.53602)
H (-5.12578, -4.06931, 2.45592)
H (-4.38515, -3.29424, 1.23997)
C (-0.88266, -0.32849, 0.72901)
C (0.51516, -0.85380, 0.64345)
C (1.04924, -0.90885, -0.75842)
O (0.90011, 0.31695, -1.42932)
C (1.51483, 0.31166, -2.68986)
N (1.38888, -0.13341, 1.60521)
H (-1.61582, -1.01204, 0.30209)
H (-1.00098, 0.59595, 0.14414)
H (-1.20806, 0.02896, 1.70830)
H (0.60522, -1.86753, 1.04834)
H (0.53719, -1.68988, -1.34427)
H (2.11075, -1.20410, -0.77053)
H (2.60137, 0.19150, -2.63387)
H (1.29953, 1.18654, -3.29957)
H (1.16776, -0.54243, -3.29425)
H (2.37745, -0.24469, 1.38592)
H (1.24266, 0.86402, 1.43082)
C (-4.16895, -1.08027, -0.80085)
C (-5.61368, -1.39349, -1.16276)
C (-5.82683, -1.29958, -2.65144)
O (-7.19304, -1.52518, -2.94847)
C (-7.47667, -1.21694, -4.29449)
N (-5.90986, -2.74971, -0.65173)
H (-3.96834, -1.35195, 0.23502)
H (-3.98053, -0.00490, -0.90272)
H (-3.44979, -1.56166, -1.46944)
H (-6.27073, -0.72387, -0.60495)
H (-5.23577, -2.07035, -3.17571)
H (-5.48347, -0.34237, -3.07649)
H (-7.16876, -0.19886, -4.54391)
H (-8.52914, -1.42770, -4.46340)
H (-6.93044, -1.89956, -4.96616)
H (-6.73786, -3.12238, -1.11645)
H (-5.21043, -3.39072, -1.03401)
C (4.52134, -8.22381, 3.00291)
C (3.20744, -7.48087, 2.86757)
C (3.43175, -5.96369, 2.68211)
O (2.30926, -5.38239, 2.04802)
C (2.56511, -4.08858, 1.59984)
N (2.49271, -8.06035, 1.70595)
H (4.29496, -9.23577, 3.32818)
H (5.21889, -7.74064, 3.69434)
H (5.04463, -8.22216, 2.04595)
H (2.55084, -7.54872, 3.73505)
H (4.37039, -5.71210, 2.16856)
H (3.50330, -5.51366, 3.68561)
H (3.25111, -4.10793, 0.73750)
H (3.03716, -3.42674, 2.33548)
H (1.61800, -3.68476, 1.24690)
H (2.75521, -7.52844, 0.87797)
H (1.51058, -7.80603, 1.77969)
C (3.46378, -4.87821, -6.93345)
C (2.22973, -3.99153, -6.81444)
C (2.01990, -3.27839, -5.49054)
O (2.26989, -4.18930, -4.44778)
C (1.76726, -3.70478, -3.24152)
N (2.03453, -3.13894, -7.99387)
H (3.85076, -4.80562, -7.95982)
H (3.20344, -5.92568, -6.83253)
H (4.33414, -4.55473, -6.36088)
H (1.39456, -4.70969, -6.83212)
H (1.02374, -2.82056, -5.42639)
H (2.74687, -2.44745, -5.40505)
H (0.67330, -3.60902, -3.37857)
H (2.15278, -2.71333, -2.97258)
H (1.83716, -4.34723, -2.36362)
H (1.40431, -2.36418, -7.79902)
H (2.92111, -2.67470, -8.18659)
C (-0.11351, 2.82259, 3.47424)
C (-0.83211, 3.41397, 4.67739)
C (-1.17068, 2.31802, 5.64352)
O (-2.01653, 2.82748, 6.66470)
C (-2.18066, 1.93480, 7.73739)
N (0.08535, 4.37244, 5.33146)
H (0.03780, 3.52639, 2.65544)
H (-0.75914, 2.05268, 3.01607)
H (0.75311, 2.22812, 3.76838)
H (-1.77040, 3.89404, 4.37022)
H (-0.26830, 1.99021, 6.17992)
H (-1.68455, 1.49521, 5.13078)
H (-2.53555, 0.97115, 7.36634)
H (-2.86366, 2.34976, 8.47829)
H (-1.25037, 1.82957, 8.31491)
H (0.36937, 5.08328, 4.66225)
H (-0.46866, 4.89757, 6.00545)
C (-2.83199, -2.27455, -7.71657)
C (-2.31967, -2.98181, -6.46544)
C (-2.61246, -2.24126, -5.18926)
O (-1.98640, -0.96553, -5.18987)
C (-1.90082, -0.40178, -3.90933)
N (-3.09840, -4.24632, -6.35197)
H (-3.87358, -1.96569, -7.60945)
H (-2.75849, -2.96288, -8.55968)
H (-2.25740, -1.37826, -7.95380)
H (-1.24680, -3.14810, -6.62429)
H (-2.26384, -2.81916, -4.31965)
H (-3.69239, -2.07042, -5.09931)
H (-2.87513, -0.30098, -3.41928)
H (-1.44588, 0.58632, -4.00059)
H (-1.19862, -0.99138, -3.30168)
H (-2.94257, -4.78953, -7.19994)
H (-2.61234, -4.83420, -5.67163)
C (-6.38157, 1.44706, 1.03389)
C (-5.16981, 1.45129, 1.97529)
C (-3.86663, 1.77255, 1.31034)
O (-3.96436, 2.93014, 0.50920)
C (-2.79970, 3.13018, -0.23552)
N (-5.41756, 2.24536, 3.18469)
H (-7.27924, 1.05724, 1.51083)
H (-6.20064, 0.87113, 0.12212)
H (-6.56540, 2.48096, 0.72796)
H (-5.06434, 0.40715, 2.30903)
H (-3.46219, 0.93538, 0.72619)
H (-3.12443, 1.93742, 2.11475)
H (-2.88087, 4.04412, -0.81943)
H (-2.60321, 2.30767, -0.93902)
H (-1.93577, 3.19138, 0.44280)
H (-5.25277, 3.22631, 2.95310)
H (-6.41147, 2.26564, 3.39561)
C (0.64929, 5.27800, -4.63393)
C (0.35673, 6.57703, -4.50703)
C (-0.99411, 7.05437, -4.08064)
O (-1.23446, 8.23811, -4.01250)
C (-1.95070, 6.01602, -3.71136)
C (-1.66766, 4.72333, -3.89126)
C (-0.29306, 4.21748, -4.28254)
O (-0.04514, 3.03763, -4.33702)
O (-2.57108, 3.76678, -3.65737)
O (1.26653, 7.52281, -4.71458)
H (1.66465, 5.05324, -4.94317)
H (-2.91529, 6.30898, -3.31809)
H (-2.23756, 2.93111, -4.02021)
H (0.84301, 8.38103, -4.53579)
C (3.30332, 2.90626, 2.47543)
C (3.15665, 4.05380, 3.13220)
C (3.54077, 4.16355, 4.57607)
O (3.44500, 5.19435, 5.19534)
C (4.08688, 2.93501, 5.17737)
C (4.13339, 1.76363, 4.54076)
C (3.88315, 1.69621, 3.06208)
O (4.15155, 0.73306, 2.37690)
O (4.70853, 0.68983, 5.08003)
O (2.67681, 5.15126, 2.53934)
H (3.04945, 2.89034, 1.42436)
H (4.45668, 3.00168, 6.19250)
H (4.69088, -0.05849, 4.46253)
H (2.80738, 5.91472, 3.12297)
C (2.41250, -1.15103, 7.03444)
C (1.51193, -1.01090, 8.01221)
C (0.04279, -0.90396, 7.72090)
O (-0.77745, -0.77443, 8.61060)
C (-0.32521, -0.85543, 6.31869)
C (0.57255, -1.01132, 5.33958)
C (2.03020, -1.27629, 5.62645)
O (2.82774, -1.47327, 4.73023)
O (0.19760, -0.91196, 4.07438)
O (1.87117, -0.93036, 9.29252)
H (3.45493, -1.19642, 7.32629)
H (-1.31861, -0.57593, 5.99828)
H (0.95644, -0.86792, 3.44927)
H (1.13648, -0.51937, 9.77636)
C (6.78484, 1.38356, -4.02062)
C (7.99492, 1.92330, -3.92165)
C (8.56129, 2.43199, -2.62115)
O (9.65039, 2.95552, -2.58599)
C (7.70108, 2.21156, -1.47138)
C (6.45404, 1.74909, -1.53934)
C (5.88558, 1.32343, -2.87627)
O (4.70891, 1.05062, -2.97431)
O (5.67323, 1.61784, -0.48356)
O (8.80514, 2.04138, -4.96797)
H (6.48347, 0.98885, -4.98210)
H (8.07220, 2.51276, -0.49576)
H (4.73457, 1.55699, -0.74696)
H (9.63629, 2.44415, -4.66352)
C (0.64675, 5.26809, -1.08264)
C (1.24582, 4.07507, -1.11429)
C (2.74890, 4.01562, -1.22022)
O (3.35353, 2.96544, -1.14811)
C (3.44187, 5.28672, -1.42805)
C (2.82371, 6.46992, -1.42688)
C (1.35864, 6.53540, -1.10046)
O (0.87323, 7.59962, -0.77390)
O (3.49311, 7.60949, -1.53945)
O (0.55346, 2.95871, -0.95134)
H (-0.43018, 5.38072, -1.01405)
H (4.51866, 5.18999, -1.50123)
H (2.89311, 8.35071, -1.35790)
H (1.10992, 2.15208, -0.92647)

Values from the calculation:
Kohn-Sham gap, eV: 7.00
Energy relative to the best compared isomer or geometry (same formula, charge and spin), kcal/mol: 0.0
E_HOMO, hartree: -0.3282